Computed, not measured: C4H2O2 as an isolated structure in a non-equilibrium geometry, with ωB97M-V with the def2-TZVPD basis set.

XYZ file:
```
8
C4H2O2 ωB97M-V with the def2-TZVPD basis set
C 2.288 -1.286 -0.286
C 1.024 -1.378 -0.465
C -1.757 0.904 -0.161
C 0.594 -0.287 0.173
O -1.170 1.851 -0.440
O -2.196 -0.075 0.371
H 0.580 -0.384 1.184
H 0.638 0.655 -0.377
```

Energy above the lowest of the compared OMol25 structures with the same formula, charge and spin = 315.4 kJ/mol
Net charge = 0
Maximum force = 4.49 eV/A
Total energy = -303.8897 hartree
E_LUMO = -0.91 eV
HOMO-LUMO gap = 9.079 eV
Molecular weight = 82.06 g mol⁻¹

---

Computed, not measured: C26H17BaF5N8O3S2Te as an isolated structure in a non-equilibrium geometry, with ωB97M-V with the def2-TZVPD basis set.

XYZ file:
```
63
C26H17BaF5N8O3S2Te ωB97M-V with the def2-TZVPD basis set
Ba 0.442 -0.267 0.859
O -2.854 3.836 -4.636
C -2.639 4.364 -3.522
O -3.134 5.365 -3.030
C -1.950 3.428 -2.608
C -1.290 2.283 -2.986
C -0.934 1.289 -2.101
N -1.100 1.420 -0.773
C -1.387 2.730 -0.399
C -1.817 3.728 -1.285
C -1.353 2.985 1.022
C -1.632 4.311 1.412
C -1.349 4.680 2.742
C -1.268 3.633 3.657
C -1.085 2.311 3.244
N -1.021 2.065 1.907
C -0.360 0.067 -2.753
C -0.590 -0.194 -4.137
C -0.039 -1.314 -4.742
C 0.792 -2.180 -3.942
C 1.127 -1.748 -2.690
N 0.531 -0.684 -2.076
H -1.104 2.164 -4.103
H -2.174 4.749 -0.952
H -1.917 5.028 0.601
H -1.267 5.728 3.059
H -1.385 3.775 4.754
H -0.825 1.455 3.872
H -1.207 0.604 -4.594
H -0.433 -1.573 -5.715
H 1.280 -3.052 -4.363
H 1.860 -2.296 -2.078
S -1.733 -2.493 -0.461
C -3.077 -2.771 0.582
C -4.302 -3.257 -0.040
N -5.262 -3.685 -0.526
C -3.112 -2.468 1.951
S -2.068 -1.492 2.824
C -4.165 -3.104 2.725
N -5.049 -3.655 3.236
N 1.526 8.347 -4.125
C 2.678 8.397 -3.864
H 0.605 8.313 -4.502
N 2.860 -6.996 2.148
C 2.577 -5.684 1.901
C 1.912 -5.311 0.649
C 1.306 -4.066 0.662
N 1.629 -3.122 1.532
C 2.568 -3.372 2.479
C 2.942 -4.681 2.796
H 2.654 -7.760 1.539
H 3.670 -7.202 2.684
H 1.887 -5.999 -0.215
H 0.415 -3.860 0.105
H 2.929 -2.454 2.958
H 3.399 -4.807 3.805
F 4.439 -0.709 2.846
Te 3.301 0.750 2.323
F 3.140 -0.461 0.740
F 4.710 1.526 1.400
F 1.946 1.831 1.118
F 4.111 1.442 3.997
O 1.648 0.108 3.090
```

Energy above the lowest of the compared OMol25 structures with the same formula, charge and spin = 125.9 kJ/mol
Net charge = -2
Maximum force = 3.89 eV/A
Total energy = -3254.1127 hartree
E_LUMO (spin up / spin down) = 3.68 / 2.21 eV
HOMO-LUMO gap (spin up / spin down) = 7.324 / 4.455 eV
Molecular weight = 913.53 g mol⁻¹

---

Computed, not measured: one molecule with the formula C3H6N2O in a non-equilibrium geometry, with ωB97M-V with the def2-TZVPD basis set.

XYZ file:
```
12
C3H6N2O ωB97M-V with the def2-TZVPD basis set
C -1.613 0.896 1.194
N -1.264 1.323 -0.043
N -0.467 0.383 -0.785
C 0.465 -0.532 -0.074
C 1.721 -1.070 -0.993
O 2.255 -0.301 -1.787
H -1.874 1.814 1.858
H -1.367 -0.189 1.486
H -0.236 1.002 -1.748
H 0.606 -0.027 0.945
H -0.317 -1.368 0.443
H 2.090 -1.931 -0.495
```

Energy above the lowest of the compared OMol25 structures with the same formula, charge and spin = 518.8 kJ/mol
Net charge = 0
Maximum force = 5.33 eV/A
SMILES string = C=NNCC=O
Total energy = -302.4955 hartree
E_LUMO = 0.11 eV
HOMO-LUMO gap = 8.637 eV
Molecular weight = 86.09 g mol⁻¹

---

Computed, not measured: a 2-piece molecular cluster, C4H9NO3S overall in a non-equilibrium geometry, with ωB97M-V with the def2-TZVPD basis set.

XYZ file:
```
18
C4H9NO3S ωB97M-V with the def2-TZVPD basis set
C -1.555 0.653 -0.256
C -2.432 0.514 -1.243
C 1.831 -2.105 1.069
C 1.047 -1.183 -0.868
N 1.108 -2.153 -0.131
O -1.346 -1.758 -1.790
O -0.085 -0.215 -3.076
O 0.731 -2.495 -3.039
S -0.055 -1.324 -2.192
H -0.576 1.110 -0.393
H -1.545 0.036 0.646
H -2.429 1.214 -2.045
H 2.572 -1.231 0.977
H 1.161 -2.047 1.879
H 2.203 -3.082 1.133
H 1.644 -0.274 -0.924
H -3.380 -0.140 -1.113
H 0.216 -2.873 -3.760
```

2S+1 = 3
Energy above the lowest of the compared OMol25 structures with the same formula, charge and spin = 85.7 kJ/mol
Net charge = 0
Maximum force = 9.16 eV/A
Total energy = -836.2051 hartree
E_LUMO (spin up / spin down) = 0.61 / -3.56 eV
HOMO-LUMO gap (spin up / spin down) = 7.603 / 5.595 eV
Expectation value of S² = 2.01
Molecular weight = 151.19 g mol⁻¹

---

Computed, not measured: a 2-piece molecular cluster, C14H16 overall in a non-equilibrium geometry, with ωB97M-V with the def2-TZVPD basis set.

XYZ file:
```
30
C14H16 ωB97M-V with the def2-TZVPD basis set
C 2.335 -1.801 1.785
C 2.687 -0.431 1.276
C 3.260 0.573 2.023
C 3.031 1.905 1.664
C 2.550 2.232 0.397
C 2.425 1.193 -0.523
C 2.365 -0.123 -0.049
H 1.389 -1.731 2.340
H 3.121 -2.121 2.471
H 2.052 -2.514 1.013
H 3.529 0.471 3.063
H 3.227 2.734 2.331
H 2.158 3.214 0.163
H 2.301 1.300 -1.594
H 2.066 -0.910 -0.730
C -4.157 -1.423 -0.033
C -3.078 -0.626 -0.722
C -2.781 0.683 -0.319
C -1.774 1.376 -0.935
C -1.069 0.833 -2.022
C -1.408 -0.418 -2.478
C -2.457 -1.146 -1.833
H -4.664 -0.957 0.816
H -3.691 -2.327 0.367
H -5.013 -1.625 -0.681
H -3.308 1.098 0.530
H -1.445 2.363 -0.629
H -0.157 1.339 -2.306
H -0.848 -1.014 -3.184
H -2.646 -2.147 -2.198
```

Energy above the lowest of the compared OMol25 structures with the same formula, charge and spin = 98.5 kJ/mol
Net charge = 0
Maximum force = 2.11 eV/A
SMILES string = Cc1ccccc1.Cc1ccccc1
Total energy = -543.0354 hartree
E_LUMO = 0.88 eV
HOMO-LUMO gap = 9.739 eV
Molecular weight = 184.28 g mol⁻¹

---

Computed, not measured: a 8-piece molecular cluster, C37H62N3O22 overall in a non-equilibrium geometry, with ωB97M-V with the def2-TZVPD basis set.

XYZ file:
```
124
C37H62N3O22 ωB97M-V with the def2-TZVPD basis set
C 6.684 1.963 2.905
C 6.161 1.460 1.411
C 4.719 0.646 1.554
C 4.861 -0.963 1.270
C 4.232 -1.931 2.440
N 2.718 -1.930 2.514
C 2.195 -0.756 3.353
N 2.800 -0.471 4.713
N 1.187 0.084 2.872
C 0.670 1.243 3.699
C 0.045 2.385 2.492
C -1.325 1.791 1.607
O -1.386 2.947 2.776
H 5.796 2.089 3.684
H 7.403 1.131 3.335
H 7.255 2.997 2.855
H 6.956 0.776 0.886
H 5.949 2.455 0.789
H 3.975 1.070 0.733
H 4.292 0.927 2.612
H 4.369 -1.261 0.248
H 6.017 -1.197 1.213
H 4.543 -3.044 2.145
H 4.769 -1.719 3.470
H 2.340 -1.735 1.555
H 2.188 0.107 5.325
H 3.756 -0.066 4.603
H 0.801 -0.079 1.894
H 1.556 1.797 4.240
H -0.228 0.988 4.405
H 0.878 3.088 1.871
H -0.983 2.189 0.562
H -1.236 0.700 2.021
C -1.586 -5.566 0.432
C -0.102 -5.286 0.307
C 0.459 -4.451 1.418
O 1.594 -3.862 0.805
C 1.304 -3.780 -0.532
O 1.968 -3.160 -1.343
O 0.171 -4.483 -0.829
H -2.132 -4.685 0.786
H -2.014 -5.832 -0.541
H -1.769 -6.384 1.135
H 0.448 -6.227 0.186
H 0.752 -5.044 2.288
H -0.210 -3.644 1.741
C 11.133 4.750 5.281
C 10.610 3.660 4.367
C 11.659 3.027 3.505
O 10.896 2.542 2.413
C 9.807 3.369 2.312
O 9.029 3.372 1.377
O 9.717 4.191 3.401
H 11.878 5.374 4.774
H 10.323 5.417 5.594
H 11.601 4.319 6.171
H 10.058 2.914 4.952
H 12.182 2.209 4.006
H 12.395 3.740 3.115
C -6.024 0.081 -0.246
C -4.944 -0.869 0.231
C -3.636 -0.718 -0.486
O -3.055 -2.001 -0.319
C -4.100 -2.880 -0.208
O -3.986 -4.092 -0.239
O -5.284 -2.214 -0.061
H -6.004 0.197 -1.335
H -7.017 -0.299 0.013
H -5.896 1.071 0.202
H -4.825 -0.786 1.318
H -3.000 0.055 -0.048
H -3.743 -0.531 -1.560
C 6.703 -6.569 3.553
C 7.077 -5.133 3.244
C 8.552 -4.899 3.116
O 8.663 -3.520 3.426
C 7.620 -3.234 4.267
O 7.500 -2.192 4.886
O 6.737 -4.275 4.320
H 7.395 -7.017 4.273
H 5.704 -6.623 3.998
H 6.718 -7.179 2.644
H 6.531 -4.786 2.358
H 8.928 -5.102 2.110
H 9.150 -5.460 3.844
C -3.734 5.820 -1.622
C -4.326 4.455 -1.335
C -3.830 3.827 -0.067
O -4.022 2.446 -0.323
C -3.925 2.294 -1.682
O -3.853 1.221 -2.251
O -3.918 3.508 -2.309
H -2.669 5.856 -1.371
H -3.817 6.063 -2.686
H -4.246 6.595 -1.042
H -5.422 4.507 -1.362
H -4.399 4.141 0.812
H -2.762 3.994 0.117
C -9.197 -0.152 -3.935
C -8.823 1.284 -4.244
C -7.348 1.519 -4.371
O -7.237 2.898 -4.062
C -8.280 3.184 -3.220
O -8.400 4.225 -2.601
O -9.163 2.142 -3.167
H -8.505 -0.600 -3.214
H -10.196 -0.205 -3.489
H -9.182 -0.761 -4.844
H -9.369 1.632 -5.129
H -6.972 1.316 -5.377
H -6.750 0.957 -3.644
C -8.325 1.308 -9.854
C -8.710 0.283 -8.806
C -9.583 -0.821 -9.321
O -10.251 -1.247 -8.146
C -10.313 -0.151 -7.325
O -10.979 -0.089 -6.308
O -9.531 0.862 -7.805
H -9.165 1.536 -10.519
H -8.029 2.251 -9.384
H -7.496 0.943 -10.468
H -7.811 -0.105 -8.313
H -9.012 -1.642 -9.762
H -10.339 -0.483 -10.040
```

Net charge = +1
Maximum force = 6.84 eV/A
Total energy = -3266.1692 hartree
E_LUMO = -3.51 eV
HOMO-LUMO gap = 8.541 eV
Molecular weight = 900.90 g mol⁻¹

---

Computed, not measured: a 6-piece molecular cluster, C17H35NO15S3 overall in a non-equilibrium geometry, with ωB97M-V with the def2-TZVPD basis set.

XYZ file:
```
71
C17H35NO15S3 ωB97M-V with the def2-TZVPD basis set
O -2.924 -0.158 6.566
S -4.017 -1.071 6.697
O -5.321 -0.481 7.019
O -4.162 -2.091 5.426
C -4.601 -3.373 5.837
C -4.074 -3.532 7.293
O -3.609 -2.267 7.689
H -5.667 -3.390 5.611
H -4.063 -4.001 5.128
H -3.262 -4.257 7.347
H -4.843 -4.014 7.895
O 4.928 4.803 -1.517
S 4.859 3.493 -2.148
O 3.583 2.972 -2.599
O 5.965 3.403 -3.358
C 6.624 2.120 -3.484
C 6.187 1.358 -2.174
O 5.550 2.244 -1.300
H 6.411 1.622 -4.429
H 7.700 2.225 -3.340
H 6.980 0.980 -1.530
H 5.450 0.634 -2.522
O 1.791 -1.427 -7.562
S 0.854 -0.803 -6.654
O 1.393 0.440 -6.002
O -0.558 -0.562 -7.485
C -1.690 -0.990 -6.668
C -1.105 -2.222 -6.077
O 0.127 -1.815 -5.563
H -1.882 -0.166 -5.981
H -2.688 -1.198 -7.053
H -0.789 -2.964 -6.810
H -1.912 -2.722 -5.541
C 0.789 -7.059 -1.133
N -0.576 -6.611 -0.863
C -1.396 -7.199 0.059
C -2.796 -6.556 0.050
O -1.068 -8.119 0.757
H 1.007 -8.053 -0.740
H 1.378 -6.372 -0.525
H 1.057 -7.185 -2.182
H -0.811 -5.706 -1.244
H -2.913 -5.500 -0.193
H -3.403 -6.822 0.915
H -3.393 -7.025 -0.733
C 1.078 9.113 2.750
C -0.002 8.539 1.938
C 0.395 6.990 1.741
O 1.444 6.773 2.537
C 2.120 7.997 2.699
H 0.772 9.095 3.796
H 1.445 10.105 2.489
H -0.233 9.097 1.031
H -0.991 8.570 2.394
H 0.542 6.883 0.666
H -0.422 6.301 1.958
H 2.908 8.186 1.970
H 2.680 7.861 3.624
C -1.465 0.286 0.631
C -0.199 -0.425 1.129
C 0.272 -1.291 -0.031
O -0.971 -1.489 -0.672
C -1.976 -0.474 -0.500
H -1.006 1.218 0.300
H -2.123 0.614 1.437
H -0.391 -1.073 1.985
H 0.583 0.318 1.281
H 0.656 -2.267 0.266
H 0.916 -0.720 -0.701
H -2.929 -0.923 -0.221
H -2.212 0.132 -1.376
```

Energy above the lowest of the compared OMol25 structures with the same formula, charge and spin = 442.8 kJ/mol
Net charge = 0
Maximum force = 4.78 eV/A
SMILES string = O=S1(=O)OCCO1.O=S1(=O)OCCO1.O=S1(=O)OCCO1.CNC(C)=O.C1CCOC1.C1CCOC1
Total energy = -3046.4195 hartree
E_LUMO = 0.16 eV
HOMO-LUMO gap = 9.559 eV
Molecular weight = 589.66 g mol⁻¹

---

Computed, not measured: one molecule with the formula C38H36N6O6S2 in a non-equilibrium geometry, with ωB97M-V with the def2-TZVPD basis set.

XYZ file:
```
88
C38H36N6O6S2 ωB97M-V with the def2-TZVPD basis set
N 0.412 6.899 -4.095
C -0.387 5.985 -4.668
O -1.333 6.244 -5.375
C 0.047 4.543 -4.325
C -0.726 3.513 -5.149
C -0.484 2.127 -4.657
C -1.397 1.171 -4.379
C -0.825 -0.043 -3.898
C -1.455 -1.231 -3.522
C -0.694 -2.290 -3.079
C 0.694 -2.191 -2.993
C 1.342 -1.027 -3.356
C 0.578 0.037 -3.812
S 1.155 1.593 -4.333
N -0.149 4.277 -2.912
C 0.780 4.542 -1.989
O 1.765 5.233 -2.182
C 0.479 3.842 -0.658
C 1.508 4.130 0.444
C 1.875 2.745 0.971
C 0.951 2.153 2.041
C 1.977 1.382 2.842
C 1.689 0.310 3.776
C 2.658 -0.101 4.694
C 2.410 -1.185 5.513
C 1.230 -1.902 5.412
C 0.266 -1.513 4.487
N -0.919 -2.228 4.270
C -1.327 -3.387 4.855
O -0.780 -3.936 5.780
C -2.577 -3.961 4.158
C -3.125 -5.209 4.866
C -3.427 -6.204 3.746
C -2.622 -5.708 2.558
O -2.396 -6.282 1.519
N -2.213 -4.454 2.851
C 0.486 -0.386 3.700
N 3.169 1.739 2.554
O 3.182 2.663 1.548
C 1.766 1.902 -0.318
N 0.528 2.391 -0.870
C -0.640 1.718 -1.021
O -1.654 2.313 -1.364
C -0.633 0.281 -0.674
C -1.677 -0.193 0.002
S -1.908 -1.763 0.708
C -0.403 -2.687 0.399
C -0.529 -3.969 -0.119
C 0.605 -4.741 -0.303
C 1.852 -4.234 0.022
C 1.967 -2.959 0.554
C 0.839 -2.186 0.757
H 1.153 6.612 -3.466
H 0.205 7.877 -4.210
H 1.125 4.465 -4.525
H -0.421 3.610 -6.195
H -1.793 3.739 -5.094
H -2.456 1.312 -4.500
H -2.530 -1.306 -3.585
H -1.173 -3.215 -2.796
H 1.268 -3.034 -2.637
H 2.417 -0.943 -3.295
H -0.953 3.713 -2.644
H -0.543 4.105 -0.360
H 1.114 4.785 1.218
H 2.392 4.596 0.005
H 0.157 1.547 1.609
H 0.496 2.919 2.678
H 3.588 0.441 4.742
H 3.153 -1.493 6.233
H 1.055 -2.764 6.035
H -1.492 -1.869 3.516
H -3.335 -3.167 4.072
H -4.000 -4.977 5.469
H -2.345 -5.594 5.526
H -3.155 -7.228 3.992
H -4.482 -6.195 3.464
H -1.655 -3.920 2.205
H -0.284 -0.079 3.006
H 1.761 0.832 -0.127
H 2.594 2.144 -0.992
H 0.216 -0.329 -0.934
H -2.525 0.443 0.215
H -1.504 -4.368 -0.353
H 0.504 -5.740 -0.696
H 2.736 -4.835 -0.127
H 2.934 -2.566 0.829
H 0.929 -1.210 1.210
```

Energy above the lowest of the compared OMol25 structures with the same formula, charge and spin = 0.0 kJ/mol
Net charge = 0
Maximum force = 1.10 eV/A
SMILES string = NC(=O)[C@H](Cc1cc2ccccc2s1)NC(=O)[C@@H]1C[C@@]2(CC(c3cccc(NC(=O)[C@@H]4CCC(=O)N4)c3)=NO2)CN1C(=O)/C=C/Sc1ccccc1
Total energy = -3046.1207 hartree
E_LUMO = 0.10 eV
HOMO-LUMO gap = 8.563 eV
Molecular weight = 736.88 g mol⁻¹

---

Computed, not measured: one molecule with the formula C19H22N2O6S in a non-equilibrium geometry, with ωB97M-V with the def2-TZVPD basis set.

XYZ file:
```
50
C19H22N2O6S ωB97M-V with the def2-TZVPD basis set
C 4.593 1.297 2.247
O 3.289 1.524 1.771
C 2.875 0.853 0.655
C 3.634 -0.085 -0.028
C 3.118 -0.704 -1.157
C 1.842 -0.410 -1.593
C 1.078 0.523 -0.907
C 1.583 1.168 0.205
C 0.827 2.246 0.945
N -0.496 2.485 0.423
C -0.688 3.317 -0.604
O 0.167 4.033 -1.086
C -2.103 3.354 -1.208
O -3.133 2.649 -0.521
C -3.201 1.335 -0.690
O -2.411 0.679 -1.317
C -4.456 0.771 -0.041
N -4.154 -0.557 0.442
S -2.799 -0.645 1.446
O -3.184 -1.389 2.611
O -2.312 0.698 1.650
C -1.593 -1.598 0.552
C -0.334 -1.696 1.113
C 0.620 -2.485 0.499
C 0.322 -3.171 -0.674
C 1.353 -4.045 -1.318
C -0.949 -3.046 -1.222
C -1.915 -2.265 -0.610
H 4.708 1.951 3.110
H 5.346 1.556 1.496
H 4.735 0.258 2.560
H 4.632 -0.334 0.298
H 3.729 -1.415 -1.693
H 1.437 -0.894 -2.467
H 0.079 0.742 -1.249
H 0.747 1.984 2.003
H 1.398 3.178 0.862
H -1.236 1.895 0.786
H -2.431 4.394 -1.249
H -2.010 2.965 -2.229
H -4.777 1.461 0.749
H -5.236 0.704 -0.806
H -4.937 -1.017 0.883
H -0.119 -1.155 2.021
H 1.608 -2.565 0.928
H 1.122 -4.215 -2.366
H 1.385 -5.011 -0.815
H 2.338 -3.592 -1.239
H -1.189 -3.568 -2.137
H -2.901 -2.158 -1.029
```

Energy above the lowest of the compared OMol25 structures with the same formula, charge and spin = 38.8 kJ/mol
Net charge = 0
Maximum force = 1.00 eV/A
SMILES string = COc1ccccc1CNC(=O)COC(=O)CNS(=O)(=O)c1ccc(C)cc1
Total energy = -1696.3770 hartree
E_LUMO = 0.44 eV
HOMO-LUMO gap = 8.793 eV
Molecular weight = 406.46 g mol⁻¹